a:
Entry from the Open Molecules 2025 dataset: a cluster of 9 separate species, C28H79N5O9 in total (wB97M-V/def2-TZVPD).

Element x y z (Å)
C -4.957 -4.751 -2.004
C -3.654 -4.607 -2.770
C -2.430 -4.743 -1.871
O -2.389 -3.746 -0.882
C -1.164 -3.681 -0.215
N -3.556 -5.638 -3.819
H -4.997 -5.725 -1.515
H -5.824 -4.669 -2.665
H -5.059 -3.954 -1.268
H -3.619 -3.607 -3.227
H -1.551 -4.627 -2.526
H -2.374 -5.751 -1.441
H -0.335 -3.523 -0.920
H -0.928 -4.580 0.367
H -1.151 -2.825 0.460
H -4.436 -5.664 -4.324
H -2.876 -5.291 -4.490
C -4.133 1.657 1.823
C -4.137 2.863 0.898
C -2.790 3.066 0.219
O -1.789 3.394 1.160
C -0.516 3.564 0.564
N -5.204 2.756 -0.106
H -4.010 0.701 1.307
H -5.040 1.535 2.416
H -3.298 1.807 2.512
H -4.297 3.772 1.486
H -2.899 3.842 -0.552
H -2.473 2.152 -0.309
H -0.424 4.581 0.176
H -0.303 2.786 -0.176
H 0.199 3.416 1.375
H -4.997 1.931 -0.688
H -5.020 3.486 -0.797
C -6.101 -0.501 -3.631
C -6.147 -1.358 -2.339
C -5.704 -0.498 -1.164
O -4.504 0.222 -1.352
C -3.384 -0.643 -1.335
N -7.508 -1.832 -2.090
H -6.585 0.448 -3.397
H -6.621 -1.040 -4.424
H -5.086 -0.301 -3.977
H -5.510 -2.225 -2.501
H -5.562 -1.134 -0.276
H -6.496 0.204 -0.895
H -3.544 -1.418 -2.090
H -3.269 -1.118 -0.355
H -2.456 -0.147 -1.616
H -7.878 -2.235 -2.944
H -8.126 -1.042 -1.922
C 1.655 -2.043 6.822
C 1.860 -1.186 5.570
C 1.427 -1.948 4.317
O 2.358 -3.014 4.159
C 2.226 -3.614 2.893
N 1.062 0.058 5.670
H 0.613 -2.047 7.154
H 2.238 -1.756 7.699
H 1.907 -3.083 6.598
H 2.923 -1.008 5.403
H 1.481 -1.240 3.483
H 0.432 -2.399 4.400
H 2.550 -2.964 2.074
H 1.251 -4.075 2.705
H 2.935 -4.449 2.869
H 1.298 0.468 6.572
H 0.087 -0.199 5.789
C 4.330 -2.182 -0.409
C 5.170 -0.905 -0.494
C 4.884 -0.100 -1.756
O 5.220 -0.873 -2.892
C 6.563 -0.774 -3.283
N 4.942 -0.042 0.681
H 4.867 -2.868 0.254
H 4.143 -2.679 -1.361
H 3.373 -1.995 0.085
H 6.237 -1.136 -0.447
H 5.454 0.838 -1.764
H 3.836 0.205 -1.800
H 6.792 0.182 -3.765
H 6.805 -1.611 -3.935
H 7.224 -0.866 -2.409
H 3.935 0.164 0.676
H 4.943 -0.547 1.568
C 0.964 4.306 -3.712
C 0.801 2.794 -3.711
O 2.040 2.132 -3.519
H 0.199 4.785 -4.334
H 1.933 4.619 -4.099
H 0.815 4.752 -2.726
H 0.350 2.415 -4.628
H 0.075 2.545 -2.920
H 2.444 2.570 -2.749
C 0.653 -0.202 -0.632
C 0.941 0.153 0.808
O 2.054 1.057 0.859
H 1.445 -0.850 -1.011
H 0.480 0.651 -1.287
H -0.243 -0.826 -0.701
H 1.220 -0.753 1.358
H 0.095 0.615 1.325
H 2.003 1.487 1.724
C 4.780 4.248 -1.739
C 3.977 3.777 -0.567
O 2.950 2.879 -1.005
H 4.254 4.929 -2.407
H 5.158 3.387 -2.293
H 5.670 4.795 -1.414
H 3.498 4.555 0.042
H 4.625 3.270 0.160
H 2.675 2.341 -0.244
C 2.814 3.911 3.218
C 2.705 2.859 4.304
O 2.412 1.578 3.739
H 3.319 4.791 3.618
H 1.836 4.252 2.865
H 3.342 3.527 2.345
H 1.979 3.144 5.070
H 3.690 2.788 4.783
H 1.948 1.103 4.462

Output
E_LUMO ... 0.48 eV
SMILES ... COC[C@H](C)N.COC[C@H](C)N.COC[C@H](C)N.COC[C@H](C)N.COC[C@H](C)N.CCO.CCO.CCO.CCO
Gap between HOMO and LUMO ... 9.582 eV
Charge ... 0
Highest occupied orbital energy ... -9.10 eV

Mulliken population analysis, charges in e, atoms 1 to 99: C -1.534; C 0.823; C -0.972; O -0.122; C -0.891; N -0.743; H 0.402; H 0.453; H 0.293; H 0.167; H 0.359; H 0.317; H 0.427; H 0.369; H 0.159; H 0.282; H 0.300; C -1.228; C 0.459; C -0.153; O -0.422; C -0.001; N -0.809; H 0.044; H 0.335; H 0.415; H 0.360; H 0.281; H -0.087; H 0.488; H -0.123; H -0.218; H 0.467; H 0.327; C -1.541; C 1.755; C -0.827; O -0.351; C -0.604; N -0.695; H 0.289; H 0.487; H 0.299; H -1.140; H 0.406; H 0.434; H -0.012; H 0.324; H 0.274; H 0.312; H 0.309; C -1.441; C 0.422; C 0.000; O -0.376; C -0.361; N -0.699; H 0.346; H 0.374; H 0.368; H 0.142; H -0.307; H 0.342; H -0.093; H 0.303; H 0.345; H 0.269; H 0.274; C -0.851; C 0.496; C -0.371; O -0.378; C -0.713; N -0.681; H 0.367; H 0.389; H -0.275; H 0.389; H 0.235; H 0.138; H 0.247; H 0.293; H 0.317; H 0.043; H 0.283; C -1.145; C 0.308; O -0.540; H 0.403; H 0.273; H 0.211; H 0.449; H -0.241; H 0.209; C -0.156; C 0.468; O 0.858; H 0.128; H -0.153

---

b:
Entry from the Open Molecules 2025 dataset: a cluster of 9 separate species, C28H79N5O9 in total (wB97M-V/def2-TZVPD).

Element x y z (Å)
C -8.825 13.856 -9.152
C -7.736 14.907 -9.173
O -7.697 15.513 -7.868
H -8.594 13.132 -8.371
H -8.957 13.305 -10.086
H -9.836 14.246 -9.037
H -8.009 15.696 -9.885
H -6.717 14.576 -9.390
H -6.822 15.881 -7.732
C -8.138 10.578 -9.580
C -7.605 10.016 -8.265
O -8.492 9.033 -7.783
H -8.266 9.723 -10.252
H -7.447 11.231 -10.113
H -9.144 10.989 -9.512
H -7.450 10.810 -7.534
H -6.623 9.586 -8.503
H -8.504 8.283 -8.426
C -10.131 10.646 -3.517
C -9.208 10.430 -4.687
O -9.214 9.062 -5.041
H -10.196 11.695 -3.215
H -9.829 10.080 -2.635
H -11.159 10.374 -3.772
H -8.213 10.757 -4.344
H -9.544 11.015 -5.552
H -9.006 9.004 -5.987
C -6.500 12.993 -6.035
C -5.165 13.704 -5.838
O -4.409 13.125 -4.756
H -6.768 13.002 -7.093
H -7.278 13.515 -5.479
H -6.442 11.943 -5.754
H -5.289 14.785 -5.757
H -4.539 13.521 -6.719
H -4.509 13.732 -4.014
C -6.302 9.094 -12.202
C -5.150 8.159 -11.923
C -4.806 8.056 -10.439
O -3.978 9.112 -10.070
C -3.576 9.139 -8.710
N -5.376 6.849 -12.562
H -6.377 9.196 -13.289
H -6.199 10.087 -11.771
H -7.252 8.667 -11.872
H -4.268 8.562 -12.443
H -4.271 7.105 -10.263
H -5.705 7.931 -9.817
H -3.059 10.065 -8.500
H -2.922 8.263 -8.576
H -4.421 8.910 -8.051
H -4.512 6.320 -12.459
H -5.396 7.051 -13.560
C -9.495 5.882 -7.420
C -8.296 5.794 -8.380
C -8.051 4.392 -8.920
O -8.089 3.371 -7.952
C -6.886 3.283 -7.202
N -8.497 6.759 -9.498
H -10.307 5.291 -7.845
H -9.759 6.903 -7.163
H -9.207 5.422 -6.472
H -7.369 6.077 -7.869
H -7.110 4.407 -9.488
H -8.819 4.153 -9.665
H -6.756 2.243 -6.909
H -6.961 3.899 -6.300
H -5.999 3.621 -7.744
H -7.635 6.681 -10.045
H -9.197 6.361 -10.124
C -14.350 11.692 -10.936
C -13.086 10.803 -10.904
C -12.515 10.646 -9.509
O -12.268 11.922 -8.960
C -11.519 11.865 -7.757
N -13.347 9.482 -11.506
H -14.707 11.842 -11.955
H -14.117 12.656 -10.483
H -15.165 11.212 -10.389
H -12.301 11.241 -11.524
H -11.596 10.052 -9.587
H -13.191 10.092 -8.842
H -11.077 12.856 -7.682
H -10.789 11.052 -7.755
H -12.188 11.723 -6.900
H -13.812 9.645 -12.396
H -14.110 9.055 -10.978
C -2.410 10.085 -3.846
C -3.031 9.899 -5.258
C -4.525 9.672 -5.129
O -4.754 8.344 -4.701
C -6.129 8.072 -4.745
N -2.734 11.113 -6.031
H -2.413 9.179 -3.235
H -3.036 10.835 -3.353
H -1.380 10.443 -3.847
H -2.543 8.998 -5.639
H -4.958 9.782 -6.133
H -4.969 10.405 -4.448
H -6.746 8.723 -4.117
H -6.341 7.050 -4.425
H -6.514 8.149 -5.772
H -3.319 11.843 -5.616
H -1.764 11.351 -5.869
C -8.746 13.285 -16.195
C -7.816 12.775 -15.088
C -8.260 11.403 -14.613
O -9.492 11.432 -13.910
C -9.851 10.143 -13.463
N -6.458 12.629 -15.626
H -8.321 14.168 -16.668
H -9.755 13.484 -15.836
H -8.878 12.464 -16.905
H -7.800 13.495 -14.261
H -7.543 11.010 -13.883
H -8.321 10.746 -15.488
H -9.854 9.470 -14.329
H -10.828 10.169 -12.989
H -9.107 9.777 -12.746
H -5.798 12.562 -14.856
H -6.236 13.522 -16.061

Output
E_LUMO ... 0.47 eV
SMILES ... COC[C@H](C)N.COC[C@H](C)N.COC[C@H](C)N.COC[C@H](C)N.COC[C@H](C)N.CCO.CCO.CCO.CCO
Gap between HOMO and LUMO ... 9.412 eV
Charge ... 0
Highest occupied orbital energy ... -8.94 eV

Mulliken population analysis, charges in e, atoms 1 to 99: C -0.391; C -0.497; O -0.547; H -0.162; H 0.243; H 0.421; H 0.345; H 0.337; H 0.294; C -0.355; C 2.162; O 0.445; H -0.111; H 0.452; H -0.379; H -0.803; H -0.878; H -0.340; C -1.671; C 1.157; O -0.603; H 0.387; H 0.362; H 0.372; H -0.087; H -0.327; H 0.294; C 0.363; C -0.734; O -0.589; H -0.240; H 0.354; H -0.284; H 0.477; H 0.262; H 0.303; C -1.232; C 0.399; C -0.043; O -0.405; C -0.500; N -0.751; H 0.495; H 0.321; H 0.000; H 0.406; H 0.382; H -0.323; H 0.305; H 0.356; H 0.062; H 0.305; H 0.300; C -1.290; C 0.714; C -0.875; O -0.413; C -0.704; N -0.646; H 0.375; H 0.207; H 0.283; H 0.041; H 0.497; H 0.400; H 0.271; H 0.237; H 0.318; H 0.040; H 0.327; C -1.520; C 0.528; C -0.265; O -0.356; C -0.423; N -0.681; H 0.436; H 0.332; H 0.330; H 0.010; H 0.106; H 0.349; H 0.247; H -0.107; H 0.419; H 0.273; H 0.314; C -1.444; C 0.173; C 0.078; O -0.486; C -0.300; N -0.578; H 0.354; H 0.267; H 0.403; H 0.340; H -0.320; H 0.469

---

Energies, relative to the best one, in eV: a 0.000; b 0.687.

---

a:
Entry from the Open Molecules 2025 dataset: a cluster of 2 separate species, C3H10NS in total (wB97M-V/def2-TZVPD).

Element x y z (Å)
C 1.394 -5.342 0.388
S 1.440 -3.625 0.638
H 0.573 -5.644 1.040
H 0.962 -5.513 -0.624
H 2.354 -5.991 0.546
C -0.062 3.632 -0.544
N -0.352 2.531 0.452
C -1.240 1.522 -0.086
H 0.627 3.320 -1.383
H -1.015 4.022 -1.033
H 0.393 4.503 -0.074
H -0.616 3.074 1.308
H -0.827 0.571 -0.260
H -1.621 1.763 -1.092
H -2.011 1.177 0.724

Output
E_LUMO ... 3.07 eV
Gap between HOMO and LUMO ... 4.772 eV
Charge ... -1
Highest occupied orbital energy ... -1.71 eV

Partial atomic charges computed with the Mulliken method, in multiples of e: C -0.685; S -0.763; H 0.141; H 0.145; H 0.164; C -0.837; N -0.326; C -0.716; H 0.258; H 0.283; H 0.307; H 0.257; H 0.299; H 0.236; H 0.237

---

b:
Entry from the Open Molecules 2025 dataset: a cluster of 2 separate species, C3H10NS in total (wB97M-V/def2-TZVPD).

Element x y z (Å)
S -1.932 -1.305 1.561
H -2.871 -1.729 2.448
C -0.755 0.992 -0.347
C 0.268 -0.149 -0.245
C 1.333 -0.093 -1.334
N 0.912 -0.212 1.035
H -1.243 1.009 -1.314
H -1.510 0.774 0.409
H -0.253 1.911 -0.126
H -0.258 -1.093 -0.410
H 2.170 -0.719 -1.036
H 0.960 -0.510 -2.264
H 1.748 0.895 -1.434
H 0.211 -0.521 1.699
H 1.221 0.749 1.359

Output
E_LUMO ... 4.03 eV
Gap between HOMO and LUMO ... 6.835 eV
Charge ... -1
Highest occupied orbital energy ... -2.81 eV

Partial atomic charges computed with the Mulliken method, in multiples of e: S -0.789; H -0.067; C -1.118; C 0.254; C -1.513; N -0.649; H 0.312; H 0.294; H 0.328; H 0.404; H 0.416; H 0.332; H 0.299; H 0.258; H 0.237

---

Energies, relative to the best one, in eV: a 2.020; b 0.000.

---

a:
Entry from the Open Molecules 2025 dataset: a cluster of 2 separate species, C3H10NS in total (wB97M-V/def2-TZVPD).

Element x y z (Å)
C 1.694 -2.136 -2.193
S 0.010 -2.635 -1.642
H 1.595 -1.386 -2.967
H 2.282 -1.749 -1.356
H 2.231 -3.005 -2.564
C -1.650 1.764 1.082
C -0.874 0.459 1.147
N 0.570 0.682 1.222
H -2.652 1.616 0.685
H -1.678 2.321 2.021
H -1.224 2.479 0.347
H -1.170 0.012 2.100
H -1.041 -0.250 0.347
H 1.098 0.167 0.537
H 0.810 1.660 1.235

Output
E_LUMO ... 3.68 eV
Gap between HOMO and LUMO ... 5.831 eV
Charge ... -1
Highest occupied orbital energy ... -2.15 eV

Partial atomic charges computed with the Mulliken method, in multiples of e: C -0.762; S -0.752; H 0.166; H 0.160; H 0.231; C -1.147; C -0.076; N -0.561; H 0.340; H 0.286; H 0.320; H 0.118; H 0.255; H 0.247; H 0.175

---

b:
Entry from the Open Molecules 2025 dataset: a cluster of 2 separate species, C3H10NS in total (wB97M-V/def2-TZVPD).

Element x y z (Å)
C -2.378 -0.694 0.496
S -1.774 1.038 -0.182
H -3.383 -0.420 0.839
H -2.604 -1.309 -0.456
H -1.621 -1.140 1.125
C 1.286 -0.620 0.680
N 1.159 -0.270 -0.752
C 1.270 1.204 -1.035
H 2.290 -1.028 0.854
H 1.278 0.258 1.461
H 0.667 -1.406 0.983
H 0.161 -0.403 -0.775
H 0.901 1.910 -0.169
H 0.464 1.403 -1.765
H 2.283 1.477 -1.304

Output
E_LUMO ... 4.26 eV
Gap between HOMO and LUMO ... 6.685 eV
Charge ... -1
Highest occupied orbital energy ... -2.43 eV

Partial atomic charges computed with the Mulliken method, in multiples of e: C -0.711; S -0.675; H 0.255; H 0.153; H 0.136; C -0.822; N -0.496; C -0.818; H 0.322; H 0.199; H 0.363; H 0.247; H 0.221; H 0.331; H 0.295

---

Energies, relative to the best one, in eV: a 0.000; b 1.074.

---

a:
Entry from the Open Molecules 2025 dataset: a cluster of 2 separate species, C3H10NS in total (wB97M-V/def2-TZVPD).

Element x y z (Å)
C -1.335 -0.970 -1.035
C -0.542 -0.781 0.249
N 0.812 -0.339 -0.063
C 1.569 -0.058 1.145
H -2.321 -1.395 -0.826
H -0.827 -1.667 -1.706
H -1.465 -0.011 -1.535
H -0.473 -1.736 0.780
H -1.073 -0.040 0.867
H 0.718 0.566 -0.544
H 2.578 0.249 0.860
H 1.118 0.748 1.738
H 1.695 -0.964 1.747
S -0.376 2.562 -0.688
H -0.079 3.836 -0.989

Output
E_LUMO ... 4.25 eV
Gap between HOMO and LUMO ... 7.121 eV
Charge ... -1
Highest occupied orbital energy ... -2.87 eV

Partial atomic charges computed with the Mulliken method, in multiples of e: C -1.131; C -0.319; N -0.480; C -0.875; H 0.335; H 0.303; H 0.241; H 0.427; H 0.292; H 0.155; H 0.306; H 0.310; H 0.318; S -0.819; H -0.061

---

b:
Entry from the Open Molecules 2025 dataset: a cluster of 2 separate species, C3H10NS in total (wB97M-V/def2-TZVPD).

Element x y z (Å)
C -1.963 4.492 -1.779
S -2.088 2.700 -1.039
H -1.644 5.150 -0.891
H -0.960 4.591 -2.276
H -2.745 4.908 -2.334
C 0.445 -3.242 0.648
N 1.279 -2.434 1.395
C 1.298 -1.043 0.857
H -0.600 -2.806 0.601
H 0.787 -3.641 -0.301
H 0.045 -4.110 1.304
H 2.229 -2.752 1.552
H 2.354 -0.466 0.902
H 0.677 -0.403 1.465
H 0.886 -0.943 -0.103

Output
E_LUMO ... 3.28 eV
Gap between HOMO and LUMO ... 5.297 eV
Charge ... -1
Highest occupied orbital energy ... -2.02 eV

Partial atomic charges computed with the Mulliken method, in multiples of e: C -0.786; S -0.777; H 0.147; H 0.169; H 0.250; C -0.903; N -0.305; C -0.766; H 0.335; H 0.295; H 0.290; H 0.225; H 0.231; H 0.275; H 0.321

---

Energies, relative to the best one, in eV: a 0.000; b 2.159.